Version 1
CH4N4O | ωB97M-V with the def2-TZVPD basis set

Element x y z (Å)
C  -0.44  1.07  0.76
N  1.24  0.16  -0.51
N  1.81  -1.11  -1.67
N  -0.43  -1.30  0.14
N  0.14  -0.16  0.06
O  1.02  -1.82  -2.05
H  -0.73  1.16  1.81
H  -0.03  2.13  0.46
H  -1.37  1.14  0.19
H  -1.22  -1.28  0.82

Values from the calculation:
- total charge = 0
- HOMO-LUMO gap (spin up / spin down) (eV) = 8.5 / 8.5
- multiplicity = 1

These are the Mulliken partial charges, in e, on atoms 1 to 8:
1 C -0.853
2 N -0.721
3 N 0.330
4 N -0.696
5 N 0.923
6 O -0.195
7 H 0.306
8 H 0.302

Version 2
CH4N4O | ωB97M-V with the def2-TZVPD basis set

Element x y z (Å)
C  -0.83  0.12  0.05
N  1.96  1.19  -2.19
N  -0.58  0.71  -2.33
N  1.63  0.84  -1.14
N  -0.31  0.64  -1.20
O  0.18  -0.44  0.82
H  -1.36  1.06  0.51
H  -1.70  -0.74  -0.16
H  2.18  0.51  -0.20
H  0.78  -0.96  0.36

Values from the calculation:
- total charge = 0
- HOMO-LUMO gap (eV) = 7.4
- multiplicity = 1

These are the Mulliken partial charges, in e, on atoms 1 to 8:
1 C -0.134
2 N -0.475
3 N -0.544
4 N 0.125
5 N 0.434
6 O -0.493
7 H 0.269
8 H 0.242

Tell me which of them is the most stable. Sure, it is version 2.

Version 1
C3H10N5 | ωB97M-V with the def2-TZVPD basis set

Element x y z (Å)
C  0.98  1.75  0.92
C  -0.36  -1.94  -0.50
C  -0.52  1.85  -1.09
N  1.55  1.14  3.07
N  -1.08  0.82  1.01
N  -0.55  0.69  2.26
N  -0.17  1.48  0.27
N  0.77  1.24  2.16
H  -1.06  -2.25  0.31
H  0.06  -2.85  -0.79
H  0.51  -1.31  -0.24
H  -0.84  -1.55  -1.27
H  -0.09  1.06  -1.79
H  -1.68  2.07  -1.22
H  0.04  2.87  -1.35
H  1.19  0.63  3.88
H  -2.01  1.17  0.90
H  -1.11  0.57  3.09

Values from the calculation:
- total charge = +1
- HOMO-LUMO gap (spin up / spin down) (eV) = 8.2 / 8.2
- multiplicity = 1

These are the Mulliken partial charges, in e, on atoms 1 to 8:
1 C -0.188
2 C -1.079
3 C -0.840
4 N -0.872
5 N -0.059
6 N -0.319
7 N 0.303
8 N 1.034

Version 2
C3H10N5 | ωB97M-V with the def2-TZVPD basis set

Element x y z (Å)
C  0.01  -0.59  1.12
C  -0.68  -1.41  0.00
C  0.59  -0.44  -1.92
N  0.62  -1.05  2.09
N  -0.33  0.78  0.89
N  -0.68  -0.50  -1.17
N  0.51  1.67  1.35
N  -0.96  0.75  -0.57
H  -0.09  -2.29  -0.33
H  -1.68  -1.52  0.10
H  0.48  0.38  -2.52
H  1.43  -0.33  -1.13
H  0.66  -1.35  -2.57
H  1.05  -0.40  2.75
H  1.49  1.43  1.24
H  0.17  2.30  2.06
H  -1.97  0.82  -0.46
H  -0.63  1.76  -0.95

Values from the calculation:
- total charge = +1
- HOMO-LUMO gap (eV) = 10.3
- SMILES = [H]/N=C1/CN(C)[NH2+]N1N
- multiplicity = 1

These are the Mulliken partial charges, in e, on atoms 1 to 8:
1 C 0.386
2 C -0.651
3 C -0.774
4 N -0.518
5 N 0.242
6 N -0.201
7 N -0.624
8 N -0.112

Version 3
C3H10N5 | ωB97M-V with the def2-TZVPD basis set

Element x y z (Å)
C  1.58  -0.73  -0.41
C  1.92  0.34  0.60
C  0.77  0.22  1.59
N  -3.30  -0.71  -0.11
N  -0.53  0.57  1.11
N  -1.19  -0.11  0.30
N  -1.74  0.90  -1.89
N  -2.26  -0.08  -0.19
H  0.57  -0.62  -0.74
H  2.23  -0.51  -1.25
H  1.73  -1.69  0.06
H  2.01  1.46  0.14
H  2.89  0.18  1.24
H  0.73  -0.70  2.07
H  1.03  0.93  2.48
H  -3.90  -0.68  -0.95
H  -1.76  0.07  -2.45
H  -0.77  1.16  -1.60

Values from the calculation:
- total charge = +1
- HOMO-LUMO gap (spin up / spin down) (eV) = 7.4 / 6.9
- multiplicity = 1

These are the Mulliken partial charges, in e, on atoms 1 to 8:
1 C -1.031
2 C -0.300
3 C -0.552
4 N -0.619
5 N -0.006
6 N 0.494
7 N -0.404
8 N 0.195

Tell me which of them is the most stable. Sure, it is version 2.